No. 1
DFT (the ωB97M-V functional and the def2-TZVPD basis) results for a cluster of 2 separate species, C2H4N2OS in total at a distorted geometry.

CARTESIAN COORDINATES (ANGSTROEM)
C  1.67024  0.97269  -0.07986
C  0.47687  -1.20053  -0.28180
N  1.26353  -0.14968  -0.19299
N  -1.02482  1.44279  -0.00027
O  -2.46894  -0.60856  0.53677
S  -1.69358  0.07768  -0.47369
H  2.65360  1.42722  -0.06161
H  0.41514  -1.98511  -1.02278
H  0.11799  -1.56247  0.72517
H  -1.41003  1.58598  0.85105

Cartesian forces (eV/Å) of the 3 atoms listed first:
-0.65 -1.61 -0.80
-0.51 -0.14 2.67
0.71 0.30 -0.55

Output
* highest occupied orbital energy: -8.35 eV
* calculated total energy: -17997.165 eV
* orbital gap: 8.243 eV
* LUMO energy: -0.1 eV
* net charge: 0

For reference, the Löwdin charges in units of e are:
1. C 0.119
2. C -0.160
3. N -0.130
4. N -0.284
5. O -0.534
6. S 0.820
7. H 0.074
8. H 0.073
9. H 0.094
10. H -0.072



No. 2
DFT (the ωB97M-V functional and the def2-TZVPD basis) results for a structure of composition C60H40BiBr4N6O8 at a distorted geometry.

CARTESIAN COORDINATES (ANGSTROEM)
Bi  0.65998  -0.75528  0.06665
C  -9.32152  -1.50326  -4.06338
O  -8.42815  -2.45499  -3.46204
C  -7.10366  -2.08329  -3.33892
C  -6.17974  -3.02604  -2.88692
C  -4.86436  -2.60342  -2.62354
C  -4.39548  -1.31231  -2.78836
C  -5.34642  -0.38992  -3.23720
C  -6.70825  -0.76870  -3.44927
C  -3.00767  -0.90448  -2.37226
C  -1.94347  -1.67658  -2.82385
C  -1.92034  -2.59141  -3.92162
C  -0.62141  -3.01536  -4.05314
C  0.16521  -2.37451  -2.98930
N  -0.62884  -1.49502  -2.33383
C  1.62208  -2.40248  -2.61227
C  2.22197  -1.07906  -2.83122
C  3.25689  -0.74935  -3.86574
C  3.60255  0.48075  -3.53306
C  2.89410  0.93752  -2.38870
C  2.94843  2.09198  -1.63071
C  4.18095  2.96731  -1.87550
C  5.37868  2.52345  -1.35593
C  6.54808  3.29742  -1.28466
C  6.49408  4.48920  -1.94529
O  7.62258  5.23731  -1.95197
C  7.41340  6.61325  -2.16229
C  5.27776  4.99297  -2.46506
C  4.12780  4.22723  -2.45160
C  1.98491  2.57465  -0.68622
N  0.78782  1.88071  -0.54639
C  0.15680  2.46836  0.50952
C  -1.22500  2.27770  0.81191
C  -1.63985  2.65488  2.16620
C  -2.73919  3.40984  2.47756
C  -3.10289  3.74091  3.75924
C  -2.25570  3.23580  4.78250
O  -2.48428  3.39542  6.11166
C  -3.74988  4.04088  6.35193
C  -1.09096  2.56533  4.49811
C  -0.77352  2.27893  3.19698
C  -2.19901  1.58663  0.04579
C  -3.63320  1.52241  0.26733
C  -4.16828  0.70084  -0.67425
C  -3.04480  0.19946  -1.43680
N  -1.90578  0.81173  -1.02367
C  0.94104  3.49540  1.05273
C  2.08671  3.58845  0.28264
N  2.02466  -0.06927  -2.03317
C  2.04922  -3.28460  -1.68135
C  1.17266  -4.30714  -1.03147
C  1.84922  -5.42485  -0.26370
C  3.16490  -5.29566  0.06621
O  3.78874  -6.30358  0.66958
C  4.66819  -6.01043  1.77490
C  3.92262  -4.08887  -0.34036
C  3.45390  -3.15241  -1.14474
H  -10.24639  -2.12359  -4.15477
H  -8.85857  -1.24319  -5.02343
H  -9.41643  -0.44487  -3.62671
H  -6.31269  -4.06838  -2.76469
H  -4.18951  -3.39907  -2.28603
H  -5.16351  0.62852  -3.33876
H  -7.38415  0.02087  -3.81021
H  -2.72824  -2.80211  -4.61265
H  -0.15172  -3.72269  -4.69148
H  3.43466  -1.43361  -4.60757
H  4.29013  1.03365  -4.20123
H  5.42052  1.55252  -0.84792
H  7.43524  3.02030  -0.74292
H  8.40299  7.07862  -2.21103
H  6.82888  7.13267  -1.41760
H  7.06760  6.73146  -3.15635
H  5.25245  5.98626  -2.87802
H  3.19131  4.72278  -2.80418
H  -3.33785  3.78612  1.64038
H  -3.98305  4.33308  3.90348
H  -4.03211  4.02154  7.40812
H  -4.53164  3.46296  5.91441
H  -3.86028  5.04587  5.86940
H  -0.43646  2.25274  5.29137
H  0.12559  1.67986  3.02780
H  -4.14561  1.95735  1.09728
H  -5.18795  0.38610  -0.79814
H  0.54339  4.13278  1.82697
H  2.94463  4.28566  0.27689
H  0.51682  -4.78701  -1.73142
H  1.23784  -6.22444  0.18508
H  5.00828  -7.01912  2.03831
H  4.08673  -5.54045  2.53321
H  5.57071  -5.50997  1.47246
H  4.93918  -3.92287  -0.03176
H  4.05930  -2.37838  -1.63613
Br  6.32694  -0.77201  4.67724
C  4.59316  -0.66780  3.85955
C  3.47334  -0.70890  4.67079
Br  3.73566  -1.01272  6.55211
C  2.14910  -0.57628  4.17549
Br  0.72800  -0.54546  5.40550
C  1.96157  -0.50609  2.82342
O  0.75002  -0.44710  2.30334
C  3.10481  -0.54328  1.96249
O  2.75530  -0.41399  0.71798
C  4.41030  -0.57873  2.46074
Br  5.74900  -0.92732  1.22441
O  1.05045  -2.77257  0.71586
O  0.30286  -3.62762  -0.14703
N  -4.08817  0.08058  5.14251
C  -3.75737  -0.39661  4.16517
C  -3.38290  -1.10252  2.97584
C  -4.19054  -2.14528  2.45105
C  -3.85810  -2.75503  1.22436
C  -2.71541  -2.34541  0.61265
N  -1.84652  -1.40077  1.18618
C  -2.20562  -0.81274  2.31751
H  -5.12139  -2.43746  2.93820
H  -4.43172  -3.53212  0.76222
H  -2.33440  -2.75234  -0.30745
H  -1.53277  -0.09681  2.68596

Cartesian forces (eV/Å) of the 3 atoms listed first:
-0.05 0.64 0.41
0.47 0.11 -0.47
0.42 0.61 0.25

Output
* highest occupied orbital energy: -4.61 eV
* calculated total energy: -374192.704 eV
* orbital gap: 4.963 eV
* LUMO energy: 0.4 eV
* net charge: -1

Results of the Löwdin charge analysis, in e, for atoms 1 through 99:
1. Bi 2.019
2. C -0.094
3. O -0.104
4. C -0.284
5. C 0.016
6. C -0.033
7. C -0.189
8. C -0.007
9. C -0.009
10. C -0.023
11. C -0.251
12. C -0.031
13. C -0.009
14. C -0.207
15. N 0.083
16. C -0.088
17. C -0.245
18. C 0.013
19. C -0.043
20. C -0.224
21. C -0.003
22. C -0.196
23. C -0.005
24. C 0.020
25. C -0.298
26. O -0.075
27. C -0.101
28. C -0.021
29. C -0.026
30. C -0.230
31. N 0.056
32. C -0.307
33. C -0.004
34. C -0.205
35. C -0.051
36. C -0.003
37. C -0.277
38. O -0.064
39. C -0.086
40. C -0.005
41. C -0.033
42. C -0.252
43. C -0.030
44. C -0.026
45. C -0.242
46. N 0.132
47. C -0.018
48. C -0.004
49. N 0.058
50. C -0.101
51. C -0.292
52. C 0.067
53. C -0.301
54. O -0.100
55. C -0.038
56. C -0.003
57. C -0.010
58. H 0.104
59. H 0.083
60. H 0.104
61. H 0.102
62. H 0.120
63. H 0.097
64. H 0.103
65. H 0.108
66. H 0.086
67. H 0.079
68. H 0.126
69. H 0.105
70. H 0.121
71. H 0.095
72. H 0.101
73. H 0.070
74. H 0.090
75. H 0.138
76. H 0.124
77. H 0.094
78. H 0.092
79. H 0.070
80. H 0.100
81. H 0.094
82. H 0.110
83. H 0.083
84. H 0.098
85. H 0.110
86. H 0.116
87. H 0.143
88. H 0.128
89. H 0.092
90. H 0.093
91. H 0.075
92. H 0.089
93. H 0.123
94. Br 0.638
95. C -0.743
96. C -0.730
97. Br 0.621
98. C -0.635
99. Br 0.769



No. 3
DFT (the ωB97M-V functional and the def2-TZVPD basis) results for a structure of composition C3H7NO2 at a distorted geometry.

CARTESIAN COORDINATES (ANGSTROEM)
C  -0.11744  -0.45225  1.01274
N  1.11357  0.33610  1.17426
H  0.18692  -1.47388  0.84705
H  -0.70311  -0.38110  1.92260
H  1.45860  0.28041  2.12413
H  0.89482  1.29902  0.93971
O  -0.89546  1.50710  -0.15566
C  -0.80048  0.29520  -0.37833
O  -1.67141  -0.59004  -0.04799
C  -0.00655  -0.13006  -1.65429
H  0.83249  0.53977  -1.81332
H  0.42748  -1.11603  -1.50107
H  -0.71945  -0.11425  -2.46983

Cartesian forces (eV/Å) of the 3 atoms listed first:
1.05 -1.97 3.47
-0.21 0.55 -1.58
-0.36 -0.17 -0.43

Output
* highest occupied orbital energy: -10.11 eV
* calculated total energy: -8805.319 eV
* orbital gap: 8.450 eV
* LUMO energy: -1.7 eV
* net charge: 0

For reference, the Löwdin charges in units of e are:
1. C -0.074
2. N 0.031
3. H 0.121
4. H 0.128
5. H 0.087
6. H 0.074
7. O 0.057
8. C -0.830
9. O 0.119
10. C 0.032
11. H 0.084
12. H 0.080
13. H 0.089



No. 4
DFT (the ωB97M-V functional and the def2-TZVPD basis) results for a structure of composition C30H39N7OPRu at a distorted geometry.

CARTESIAN COORDINATES (ANGSTROEM)
Ru  8.45353  14.86812  8.70523
C  8.67237  12.03546  6.69931
C  9.44123  13.30632  6.32038
N  9.95622  14.10205  7.44243
C  10.77004  15.17358  6.83313
C  10.41341  16.54748  7.40160
N  9.24463  16.67432  8.35315
C  8.27991  17.78255  8.25230
C  6.94020  17.50406  8.99270
C  6.90964  16.91255  10.40399
N  7.14480  15.43916  10.28116
C  5.96720  14.70448  9.99501
C  6.24524  13.25843  9.50248
N  7.25838  13.27114  8.43409
C  7.88780  11.96647  8.06724
H  9.34184  11.17076  6.69378
H  8.04783  11.82692  5.85827
H  8.81733  13.95134  5.65560
H  10.25568  12.95505  5.66009
H  10.56029  13.46962  7.98084
H  10.56082  15.15823  5.74497
H  11.80878  14.93526  6.99651
H  10.25296  17.26156  6.54156
H  11.33836  16.79401  7.97336
H  9.79170  16.78678  9.25005
H  7.96756  17.95301  7.21645
H  8.66854  18.68181  8.74527
H  6.26918  16.95666  8.29244
H  6.46984  18.52005  9.07703
H  5.98187  17.07819  10.95541
H  7.73122  17.38699  10.98826
H  7.63252  15.08538  11.11625
H  5.33167  15.26343  9.27020
H  5.39170  14.64357  10.88891
H  5.32598  12.89247  9.04105
H  6.47236  12.57272  10.34538
H  6.74298  13.59391  7.59095
H  7.08000  11.23271  7.97802
H  8.54258  11.61669  8.89327
N  8.47083  16.06719  13.53913
C  9.44676  15.58576  13.10775
N  10.54459  14.98551  12.64577
C  10.80086  15.33515  11.41830
N  11.06091  15.62439  10.31065
O  9.76216  12.09856  10.86230
P  10.92315  11.19243  11.15238
C  12.30331  11.28519  10.05905
C  12.83160  12.55204  9.70302
C  13.90489  12.65922  8.80491
C  14.36212  11.51596  8.14072
C  13.78994  10.30456  8.41692
C  12.77115  10.17593  9.35733
C  10.40583  9.49828  11.33295
C  9.14425  9.03945  10.94815
C  8.64267  7.78877  11.35210
C  9.53692  6.92953  12.02973
C  10.83601  7.32574  12.34715
C  11.26617  8.62225  12.00604
C  11.52185  11.65984  12.77231
C  10.56654  11.72109  13.81840
C  10.83516  12.33454  15.07442
C  12.12388  12.71585  15.34454
C  13.12366  12.58992  14.35115
C  12.83017  11.99654  13.14344
H  12.45027  13.46599  10.19123
H  14.39460  13.62437  8.58702
H  15.22540  11.51660  7.47736
H  14.10257  9.40080  7.94988
H  12.42360  9.12620  9.53309
H  8.49634  9.72756  10.37021
H  7.62025  7.54199  11.12710
H  9.20322  5.90973  12.18657
H  11.54447  6.63475  12.83420
H  12.29657  8.92611  12.29964
H  9.53376  11.39804  13.57523
H  9.97671  12.32756  15.76636
H  12.32328  13.21476  16.27374
H  14.14882  12.90089  14.53400
H  13.64808  11.78000  12.43536

Cartesian forces (eV/Å) of the 3 atoms listed first:
0.98 -0.13 0.95
0.03 -0.30 1.26
-0.72 -0.82 -0.86

Output
* highest occupied orbital energy (alpha / beta): -11.92 / -13.39 eV
* calculated total energy: -56072.108 eV
* multiplicity: 6
* orbital gap (alpha / beta): 7.156 / 3.854 eV
* LUMO energy (alpha / beta): -4.8 / -9.5 eV
* net charge: +2

For reference, the Löwdin charges in units of e are:
1. Ru 1.446
2. C -0.133
3. C -0.226
4. N -0.204
5. C -0.179
6. C -0.161
7. N -0.257
8. C -0.184
9. C -0.193
10. C -0.167
11. N -0.227
12. C -0.220
13. C -0.156
14. N -0.254
15. C -0.158
16. H 0.121
17. H 0.106
18. H 0.133
19. H 0.139
20. H 0.120
21. H 0.126
22. H 0.124
23. H 0.146
24. H 0.115
25. H 0.079
26. H 0.132
27. H 0.134
28. H 0.106
29. H 0.142
30. H 0.134
31. H 0.126
32. H 0.109
33. H 0.139
34. H 0.125
35. H 0.133
36. H 0.146
37. H 0.143
38. H 0.128
39. H 0.083
40. N 0.250
41. C -0.250
42. N 0.236
43. C -0.269
44. N 0.225
45. O -0.379
46. P 0.724
47. C -0.293
48. C -0.095
49. C -0.068
50. C -0.067
51. C -0.072
52. C -0.059
53. C -0.311
54. C -0.073
55. C -0.048
56. C -0.057
57. C -0.054
58. C -0.081
59. C -0.291
60. C -0.069
61. C -0.077
62. C -0.068
63. C -0.061
64. C -0.090
65. H 0.079
66. H 0.117
67. H 0.120
68. H 0.108
69. H 0.127
70. H 0.094
71. H 0.103
72. H 0.111
73. H 0.122
74. H 0.128
75. H 0.116
76. H 0.119
77. H 0.107
78. H 0.113
79. H 0.116



Q: What is the net charge in the fourth record?
A: +2



Q: Which of these has the lowest calculated total energy?
A: C60H40BiBr4N6O8